Record 1
{
  "formula": "C22H42LaNP3SSe",
  "method": "ωB97M-V/def2-TZVPD",
  "gap_ev": 6.87,
  "fmax_ev_per_a": 4.3,
  "spin_multiplicity": 1,
  "total_charge": 3,
  "homo_ev": -16.333,
  "e_above_lowest_kcal_mol": 40.8,
  "elements": ["La", "P", "P", "P", "H", "C", "C", "H", "C", "C", "C", "C", "C", "C", "C", "C", "C", "H", "H", "H", "H", "H", "H", "H", "H", "H", "H", "H", "H", "H", "H", "H", "H", "H", "H", "H", "H", "H", "H", "H", "H", "H", "H", "H", "H", "H", "C", "C", "C", "C", "C", "C", "Se", "H", "H", "H", "H", "H", "H", "S", "C", "N", "C", "C", "C", "C", "H", "H", "H", "H", "H"],
  "coordinates": [[1.4414, -0.2426, -0.9493], [1.6956, -1.5018, 1.5931], [-1.4835, -0.3867, 1.9038], [0.8702, 2.1622, 0.9742], [2.6155, 0.4847, -5.1811], [3.1471, 0.7261, -4.2623], [2.6320, 0.3279, -3.0708], [1.6251, -0.1965, -3.1328], [1.8140, -3.2843, 1.2612], [1.6367, -1.4722, 3.3984], [3.4343, -0.9263, 1.3005], [-3.2142, 0.0475, 1.4312], [-1.8234, -2.1628, 2.2284], [-1.5458, 0.2178, 3.6356], [1.8712, 3.5290, 0.2695], [1.4984, 2.2132, 2.7118], [-0.6641, 3.1620, 1.2743], [4.0991, 1.2725, -4.3396], [3.2919, 0.5483, -2.2022], [1.9320, -3.4993, 0.1888], [0.9315, -3.8311, 1.6203], [2.7017, -3.6036, 1.8160], [0.7101, -1.9329, 3.7595], [1.7039, -0.4386, 3.7631], [2.5034, -2.0481, 3.7484], [3.7047, -0.7412, 0.2427], [4.1150, -1.7062, 1.6517], [3.6309, -0.0151, 1.8699], [-3.8787, -0.0851, 2.2975], [-3.5367, -0.6210, 0.6202], [-3.2806, 1.0869, 1.0821], [-2.6943, -2.2201, 2.8919], [-0.9809, -2.6726, 2.7077], [-2.0585, -2.6710, 1.2874], [-2.4920, -0.1287, 4.0637], [-1.5279, 1.3112, 3.6537], [-0.7155, -0.1650, 4.2371], [1.6045, 4.4503, 0.8059], [1.6853, 3.6742, -0.8033], [2.9305, 3.3057, 0.4344], [1.6936, 3.2602, 2.9798], [2.4292, 1.6420, 2.8280], [0.7485, 1.8099, 3.4069], [-0.4062, 4.2128, 1.4548], [-1.2545, 2.7622, 2.1084], [-1.3180, 3.1756, 0.3940], [-0.9820, 2.2486, -3.0695], [-0.3236, 1.8408, -4.2391], [0.4508, 2.7809, -4.9428], [0.4567, 4.1212, -4.4979], [-0.4412, 4.5595, -3.5100], [-1.2354, 3.6126, -2.8277], [-1.6386, 0.9110, -1.8026], [-1.2938, 1.8732, -0.6406], [-0.3785, 0.7929, -4.5446], [1.0596, 2.4353, -5.7999], [1.0996, 4.9027, -4.9174], [-0.5668, 5.6255, -3.2743], [-1.9857, 3.8668, -2.0767], [0.0929, -2.5219, -2.0771], [-1.1993, -3.2899, -1.2274], [-0.9291, -4.4767, -0.5669], [-1.8942, -5.2056, 0.0881], [-3.2098, -4.7878, 0.0464], [-3.5376, -3.6215, -0.6687], [-2.5345, -2.8903, -1.3030], [0.0226, -4.8440, -0.6168], [-1.5711, -6.0965, 0.6283], [-3.9876, -5.3577, 0.5651], [-4.5745, -3.2940, -0.7593], [-2.7210, -2.0145, -1.9202]],
  "forces_ev_per_a": [[-3.47, -0.03, 2.47], [0.23, -0.18, 0.14], [-0.72, -0.09, -0.14], [0.03, 1.35, 0.80], [0.14, 0.18, 0.12], [-0.30, -0.38, 1.10], [0.99, 0.58, -3.19], [1.53, 0.56, -0.64], [0.37, -0.29, -0.05], [0.04, 0.27, 0.25], [0.05, -0.42, 0.23], [0.08, 0.16, -0.19], [0.10, -0.14, 0.02], [0.14, 0.06, 0.02], [0.22, -0.08, -0.15], [0.10, -0.36, 0.00], [-0.55, -0.42, -0.39], [-0.49, -0.35, 0.06], [-0.50, -0.24, -0.27], [0.12, 0.07, 0.31], [0.21, 0.30, 0.03], [-0.15, -0.45, -0.18], [0.30, 0.12, -0.04], [-0.03, -0.36, -0.01], [-0.24, 0.13, 0.12], [0.21, -0.08, 0.15], [0.19, 0.16, -0.16], [-0.02, -0.02, -0.12], [0.12, 0.02, -0.31], [0.01, 0.26, 0.15], [-0.10, -0.27, 0.10], [0.15, -0.16, -0.08], [-0.19, 0.03, -0.06], [0.08, 0.12, 0.27], [0.19, 0.11, 0.11], [-0.04, -0.16, 0.15], [-0.16, 0.13, -0.06], [0.29, -0.21, -0.23], [0.03, 0.00, 0.21], [-0.03, 0.19, -0.14], [-0.06, -0.25, -0.07], [-0.19, 0.24, 0.01], [0.22, 0.08, -0.25], [0.12, -0.36, 0.19], [0.22, 0.13, -0.22], [0.06, 0.15, 0.23], [-0.59, 0.42, -0.88], [0.56, 0.28, 0.56], [-0.16, 0.19, 0.31], [-0.21, 0.20, -0.01], [-0.63, -0.70, 0.13], [0.98, -0.47, 0.10], [0.92, 1.24, 0.81], [-0.61, -1.24, -1.16], [0.23, 0.24, 0.04], [-0.51, 0.49, 0.52], [-0.19, -0.61, -0.22], [0.19, -0.55, -0.21], [0.39, 0.26, -0.15], [0.75, 0.26, 0.00], [-0.22, -1.33, 0.46], [-0.91, 0.43, 0.10], [0.16, 0.54, -0.43], [-0.07, 0.09, 0.12], [0.39, -0.10, -0.30], [0.12, -0.04, 0.05], [-0.33, 0.18, 0.06], [-0.01, 0.24, -0.32], [0.42, 0.17, -0.24], [0.26, -0.15, 0.09], [-0.26, -0.17, 0.28]]
}



Record 2
{
  "formula": "C14H34AsBrNO4P2S",
  "method": "ωB97M-V/def2-TZVPD",
  "gap_ev": 6.20,
  "fmax_ev_per_a": 8.8,
  "spin_multiplicity": 1,
  "total_charge": -1,
  "homo_ev": -3.622,
  "elements": ["C", "C", "C", "C", "C", "As", "S", "C", "C", "C", "C", "C", "C", "C", "O", "O", "C", "C", "P", "N", "O", "P", "O", "Br", "H", "H", "H", "H", "H", "H", "H", "H", "H", "H", "H", "H", "H", "H", "H", "H", "H", "H", "H", "H", "H", "H", "H", "H", "H", "H", "H", "H", "H", "H", "H", "H", "H", "H"],
  "coordinates": [[-3.8017, -1.1529, -2.7664], [-3.1321, -1.4726, -1.3051], [-1.7194, -0.5943, -1.0730], [-1.9240, 0.5835, 0.0922], [-3.1913, 1.4802, -0.4627], [-0.2676, 1.6005, 0.6019], [1.0073, 0.6142, -1.0402], [1.2726, 2.7862, 1.1682], [2.6637, 2.6291, 0.3267], [3.7137, 3.7249, 1.0436], [0.4228, 0.2573, 1.9093], [0.0618, -1.2948, 1.7898], [1.1622, -2.2317, 0.9433], [1.0005, -3.8536, 1.3174], [-0.0884, -4.2013, 2.0336], [2.0455, -4.8281, 0.8883], [1.9832, -4.8641, -0.5892], [1.9418, -6.3948, -1.1893], [-0.8198, 3.1366, -1.0374], [0.4456, 4.3680, -1.2778], [-0.9063, 2.3494, -2.6292], [-1.5209, 2.7321, 2.2200], [-0.5143, 3.6441, 3.2999], [-2.5865, 1.2431, 3.6114], [-3.8746, 0.0226, -2.9432], [-4.8854, -1.6307, -2.8925], [-3.0823, -1.5647, -3.6086], [-3.8824, -1.3094, -0.3913], [-2.8869, -2.6377, -1.2820], [-0.9540, -1.4257, -0.7747], [-1.5250, -0.1299, -2.1531], [-2.3858, -0.0290, 1.0087], [-3.3703, 2.4980, 0.0745], [-4.1763, 0.8456, -0.2244], [-3.2037, 1.6274, -1.6319], [2.1178, -0.0273, -0.4716], [1.5472, 2.4503, 2.2818], [1.0313, 3.9276, 1.2377], [3.2242, 1.5873, 0.4910], [2.6264, 2.9679, -0.7920], [3.3729, 4.8349, 0.8988], [3.6868, 3.4464, 2.2038], [4.8271, 3.5120, 0.7054], [0.1971, 0.6054, 3.0301], [1.6174, 0.3219, 1.8505], [-0.9812, -1.6281, 1.4084], [0.1392, -1.7453, 2.8969], [1.0178, -2.1678, -0.2159], [2.2329, -1.9265, 1.3045], [2.9492, -4.3252, -1.0225], [1.0585, -4.2721, -1.0255], [0.8532, -6.8312, -1.3258], [2.5896, -7.1140, -0.4918], [2.4585, -6.3770, -2.2457], [1.0915, 3.9844, -2.0320], [0.0521, 5.2429, -1.7377], [-0.0129, 2.3853, -3.0816], [-0.7187, 4.6206, 3.0766]],
  "forces_ev_per_a": [[0.03, 0.41, 0.02], [-0.16, -0.45, 0.30], [-1.48, -0.83, -0.51], [-3.14, -2.40, -1.46], [-1.54, -0.55, 0.22], [2.20, -1.38, 1.34], [2.06, -1.68, -1.50], [2.74, 0.88, 1.29], [1.59, 1.74, 1.17], [-0.05, -1.28, 0.88], [1.86, -1.57, 2.06], [0.64, -2.31, 1.09], [-0.04, -0.83, 0.59], [-5.08, -0.37, 3.53], [7.40, 1.27, -4.62], [-3.22, 2.16, -0.70], [0.47, -0.02, -1.92], [0.52, -0.08, 0.26], [-1.21, 2.34, -2.72], [0.11, -0.34, -2.31], [1.43, 0.95, 0.79], [-1.51, 2.46, 1.22], [-0.95, 1.06, -1.23], [0.54, 0.20, -0.15], [0.05, -2.58, 0.44], [2.38, 0.98, 0.26], [-1.52, 0.74, 1.68], [1.47, -0.21, -2.13], [-0.40, 2.43, -0.06], [-1.14, 2.09, -0.68], [0.10, -0.90, 2.62], [1.31, 1.54, -1.68], [0.61, -1.87, -1.01], [2.01, 1.28, -0.55], [0.37, -0.12, 2.42], [-1.22, 0.78, -0.31], [-0.64, 0.87, -2.32], [0.35, -2.13, -0.31], [-1.59, 2.24, -0.63], [-0.17, -1.16, 2.21], [0.77, -2.13, 0.19], [0.09, 0.90, -2.36], [-2.22, 0.76, 0.45], [0.27, -0.75, -2.42], [-2.51, -0.14, 0.01], [1.75, 1.04, 0.70], [-0.28, 0.91, -2.42], [0.56, 0.18, 2.20], [-1.82, -0.58, -1.08], [-1.95, -1.14, 1.02], [1.80, -1.22, 1.09], [2.25, 1.00, 0.51], [-1.53, 1.60, -1.51], [-1.06, 0.00, 2.04], [-0.53, 0.65, 1.43], [0.26, -1.61, 0.93], [-1.34, -0.37, 1.00], [0.31, -2.47, 0.61]]
}